{
  "formula": "C15H36B2GaO9",
  "method": "ωB97M-V/def2-TZVPD",
  "homo_lumo_gap_ev": 4.848,
  "homo_energy_ev": -2.791,
  "spin_multiplicity": 1,
  "e_lumo_ev": 2.1,
  "charge": -1,
  "elements": ["C", "H", "H", "H", "H", "H", "C", "H", "H", "H", "H", "H", "H", "H", "C", "C", "H", "C", "O", "C", "H", "H", "C", "O", "C", "H", "B", "C", "B", "O", "O", "H", "H", "C", "H", "O", "H", "C", "H", "H", "H", "H", "H", "C", "H", "H", "H", "C", "C", "H", "O", "Ga", "H", "C", "H", "H", "O", "H", "O", "O", "H", "H", "H"],
  "positions_angstrom": [[1.3595, 2.4233, -2.6323], [3.7451, -4.2630, 0.7364], [1.0856, 2.9303, -3.5542], [4.2552, 4.4925, 5.8344], [-2.1785, 2.9615, -0.0330], [-2.7543, 3.1373, -5.0696], [4.3954, 3.5068, 5.3897], [3.3453, 2.4487, 6.9793], [2.2261, -2.8680, 2.9986], [-5.1350, -1.8503, -1.9120], [-7.6492, -0.4309, -3.7424], [-1.5181, 2.2400, -5.9593], [2.8200, -4.5334, 3.0328], [-6.6808, 0.9544, -3.2103], [-2.3876, 1.1154, -4.3329], [-6.3444, -3.3925, -2.8638], [2.3734, 2.0607, -2.7917], [3.3382, 2.5459, 5.8922], [-0.7375, -0.8267, -4.7335], [3.4851, -0.6103, 2.1092], [2.3504, 2.9093, 5.6159], [5.4678, -0.2809, 7.3512], [-5.1230, -2.4986, -2.7892], [3.4465, 1.2643, 5.2704], [3.5325, -3.3876, 1.3506], [-2.5996, -0.0106, -1.2695], [-1.3176, 1.3453, -0.7206], [-1.9295, 2.4345, -4.9764], [-1.0690, 0.2970, -3.9190], [2.8987, -0.2833, -0.1626], [-4.9500, -1.7326, -3.9811], [-6.6444, -0.5317, -2.2828], [4.3335, 3.5982, 4.3059], [5.3225, 0.6045, 6.7379], [-2.9439, 0.5367, -5.0664], [4.1833, -0.7931, 5.1953], [-4.2246, -3.1085, -2.7133], [2.4736, -3.7299, 2.3797], [4.4757, -3.0922, 1.8153], [5.4010, 3.1611, 5.6315], [-1.2680, -1.5656, -4.3891], [5.0643, 1.4248, 7.4037], [-6.2792, -4.0458, -3.7340], [-5.5734, -0.5544, -4.2006], [1.3682, 3.1103, -1.7902], [6.2556, 0.8383, 6.2276], [-6.4207, -4.0080, -1.9666], [3.1603, -1.0617, 0.7018], [4.2680, 0.2915, 5.7010], [-7.2620, -2.8115, -2.9603], [-2.3702, 0.4527, -0.4528], [0.1228, 0.8092, -2.2097], [4.0428, 0.3206, 2.0420], [-6.7046, -0.1291, -3.2914], [1.5582, -4.0490, 1.8816], [0.9611, -0.4661, -1.7381], [-1.3228, 2.5138, 0.0493], [-3.0264, 1.3070, -3.4719], [3.0852, -2.3952, 0.4370], [-5.2451, 0.1037, -5.1439], [2.5568, -0.4255, 2.6465], [4.0905, -1.3074, 2.6811], [-1.1889, 2.9037, -4.3336]],
  "forces_ev_per_a": [[0.0, -0.7, 0.0], [0.0, 0.0, -0.1], [-0.2, 0.3, 0.0], [0.0, 0.0, 0.0], [0.0, -0.3, 0.4], [-0.2, 0.1, -0.2], [0.1, -0.1, 0.0], [0.1, 0.0, 0.0], [0.1, 0.0, 0.0], [0.0, 0.0, 0.0], [0.0, 0.0, 0.0], [0.2, 0.1, -0.2], [0.0, 0.0, 0.0], [0.0, 0.0, -0.2], [0.6, -0.6, -0.5], [-0.1, 0.1, -0.1], [0.2, -0.1, 0.1], [0.1, 0.2, 0.0], [-0.5, -0.1, 0.3], [0.4, -0.2, -0.1], [0.0, -0.1, -0.1], [0.1, -0.1, -0.1], [-0.1, -0.1, 0.1], [-0.2, -0.1, 0.0], [-0.1, 0.0, 0.1], [0.5, -0.1, 0.3], [0.5, -0.3, -0.1], [-0.4, -0.1, 0.6], [0.1, 0.1, 0.2], [0.4, -0.1, 0.0], [0.2, -0.1, -0.1], [-0.1, -0.1, -0.1], [-0.1, 0.0, 0.0], [-0.2, 0.0, 0.3], [-0.3, 0.0, -0.1], [0.0, -0.1, 0.1], [0.1, 0.0, -0.1], [-0.1, 0.1, 0.1], [0.0, 0.0, 0.1], [0.0, 0.0, 0.1], [0.2, 0.1, -0.4], [0.1, 0.1, -0.1], [0.1, 0.0, 0.0], [-0.1, 0.1, 0.0], [0.0, 0.2, 0.0], [0.0, 0.0, 0.0], [0.0, 0.0, 0.0], [-0.3, 0.4, 0.3], [0.2, 0.1, -0.1], [0.0, 0.0, 0.1], [-0.9, 0.5, -0.2], [0.2, 0.4, -0.2], [-0.2, 0.1, -0.1], [0.2, 0.1, 0.4], [0.0, 0.0, 0.0], [-0.1, -0.1, -0.1], [-0.2, 0.2, -0.2], [-0.1, 0.1, 0.2], [0.1, -0.1, -0.3], [-0.3, -0.1, -0.2], [0.0, 0.0, 0.0], [-0.1, 0.0, 0.1], [0.3, 0.1, -0.1]]
}

=====

{
  "formula": "C3H13NO4",
  "method": "ωB97M-V/def2-TZVPD",
  "homo_lumo_gap_ev": 9.952,
  "e_above_lowest_kcal_mol": 63.99,
  "homo_energy_ev": -9.274,
  "spin_multiplicity": 1,
  "e_lumo_ev": 0.7,
  "charge": 0,
  "elements": ["O", "H", "C", "C", "N", "H", "O", "H", "C", "O", "H", "H", "H", "O", "H", "H", "H", "H", "H", "H", "H"],
  "positions_angstrom": [[0.1355, -1.9027, -1.5288], [0.3657, 1.8612, -1.3151], [-0.5292, 0.1205, -0.5291], [-0.9344, -0.9830, -1.5178], [-0.5336, 1.4424, -1.1200], [-1.9127, -1.4237, -1.2830], [-0.2007, -0.1879, 1.8181], [2.1178, -1.9058, -0.0102], [-1.2059, 0.0751, 0.8648], [2.7082, -1.3705, 0.5413], [-0.2371, 2.5323, 1.4684], [0.4945, 0.4415, 2.0375], [-1.8551, -0.7910, 0.9767], [0.6231, 2.4004, 1.8924], [3.4571, -1.9831, 0.5611], [-1.6853, 1.0275, 1.1234], [-1.1465, -0.4613, -2.4596], [-1.0157, 2.2228, -0.6949], [-0.1908, -2.7670, -1.8059], [1.0880, 1.8915, 1.2131], [0.4572, -0.2394, -0.2325]],
  "forces_ev_per_a": [[-0.2, -0.7, -0.3], [0.3, -0.6, -0.3], [-0.3, -0.3, 0.8], [-1.1, 1.3, 0.0], [0.5, 1.2, -0.6], [0.3, -0.4, 0.4], [-0.1, -1.7, 1.2], [-0.5, 0.5, 0.0], [1.4, 0.3, 0.1], [0.2, -0.9, -0.4], [0.1, 0.1, 0.3], [-0.8, 0.4, -0.4], [-0.4, 0.3, -0.1], [0.1, 0.1, -0.4], [0.2, 0.5, 0.3], [-0.5, -0.2, -0.3], [0.7, -0.4, -0.3], [-0.7, -0.7, 0.4], [0.1, 0.2, 0.0], [0.2, 0.4, 0.0], [0.4, 0.6, -0.4]]
}

=====

{
  "formula": "C16H18N2O3",
  "method": "ωB97M-V/def2-TZVPD",
  "homo_lumo_gap_ev": 8.737,
  "e_above_lowest_kcal_mol": 7.12,
  "homo_energy_ev": -9.400,
  "spin_multiplicity": 1,
  "e_lumo_ev": -0.7,
  "charge": 0,
  "elements": ["H", "H", "H", "C", "C", "H", "N", "C", "N", "H", "H", "H", "C", "O", "C", "C", "C", "H", "C", "C", "H", "C", "H", "H", "C", "O", "H", "H", "H", "O", "H", "C", "C", "C", "C", "H", "H", "H", "C"],
  "positions_angstrom": [[2.0112, 0.1322, -1.5467], [-0.5001, 1.7540, 2.5586], [4.5473, -1.5334, -1.7048], [-2.7456, -1.3339, -1.6329], [-2.8405, 0.7891, -0.4745], [4.5156, -2.8770, 0.8596], [-1.0806, 0.5809, 0.9753], [-0.1271, 0.8789, 2.0217], [1.8795, 0.1547, 0.9075], [-0.0533, 0.0204, 2.6957], [1.3894, -0.7291, 0.8563], [4.2566, -0.5227, 1.9654], [-3.8430, -0.9186, -2.3818], [-2.2957, 2.5345, 1.1307], [4.1384, -0.7670, 0.9086], [-1.1229, -0.5991, 0.2599], [3.4605, -1.4631, -1.6317], [-5.2730, 0.6170, -2.7738], [3.6535, -2.2147, 0.7607], [1.2714, 1.2137, 1.4584], [3.5270, 1.2496, 0.4320], [-3.9282, 1.2004, -1.2149], [-2.2907, -2.3001, -1.7859], [3.1548, -3.4770, -0.9239], [-4.4225, 0.3237, -2.1771], [1.7466, 2.3250, 1.5367], [2.9659, -2.4614, 1.5711], [3.0498, -1.7091, -2.6126], [3.6641, 0.6756, -1.8023], [-0.3633, -1.5310, 0.4092], [5.1121, -0.6476, 0.4323], [2.9618, -2.4565, -0.5888], [3.1745, 0.2273, 0.2606], [-2.0974, 1.4694, 0.6131], [-2.2567, -0.4642, -0.6809], [-4.2495, -1.5766, -3.1351], [1.8798, -2.3504, -0.4894], [-4.3744, 2.1684, -1.0497], [3.0495, -0.0386, -1.2530]],
  "forces_ev_per_a": [[0.0, 0.1, 0.0], [0.1, -0.2, -0.1], [0.1, 0.0, -0.1], [0.1, 0.1, 0.1], [-0.1, -0.6, -0.4], [0.0, 0.0, 0.1], [0.2, 0.0, 0.2], [0.3, 0.2, 0.2], [0.3, -0.5, -0.1], [-0.1, 0.1, 0.0], [-0.1, 0.2, 0.1], [0.1, 0.1, 0.0], [0.1, -0.1, 0.0], [0.0, 0.0, -0.1], [-0.1, 0.1, 0.1], [0.1, -0.1, 0.1], [-0.2, 0.0, 0.0], [-0.1, 0.0, -0.1], [0.0, 0.0, 0.0], [-0.5, -0.2, 0.3], [-0.1, -0.2, 0.0], [0.1, 0.0, 0.1], [0.0, -0.1, 0.0], [-0.1, 0.0, 0.0], [0.0, 0.1, 0.0], [0.1, 0.4, 0.1], [0.0, 0.0, 0.1], [0.1, 0.0, 0.0], [0.0, 0.1, 0.0], [-0.2, -0.1, 0.0], [0.1, 0.0, 0.0], [0.2, -0.1, -0.1], [0.3, 0.3, 0.0], [-0.1, 0.2, 0.1], [-0.5, 0.4, -0.2], [0.0, 0.0, -0.1], [-0.1, -0.1, 0.0], [0.0, 0.1, 0.0], [0.2, 0.0, -0.1]]
}

=====

{
  "formula": "C31H22N7O4PtSe",
  "method": "ωB97M-V/def2-TZVPD",
  "homo_lumo_gap_ev": 6.286,
  "e_above_lowest_kcal_mol": 2.44,
  "homo_energy_ev": -10.084,
  "spin_multiplicity": 1,
  "e_lumo_ev": -3.8,
  "charge": 1,
  "elements": ["H", "H", "C", "N", "H", "H", "N", "Pt", "C", "O", "H", "C", "H", "H", "C", "C", "H", "C", "H", "C", "N", "H", "C", "C", "H", "C", "C", "H", "O", "C", "N", "C", "H", "C", "C", "H", "H", "C", "C", "C", "C", "N", "H", "C", "C", "H", "C", "H", "H", "H", "C", "O", "O", "H", "C", "C", "C", "H", "C", "Se", "C", "C", "C", "N", "C", "N"],
  "positions_angstrom": [[-4.5630, 1.3152, -5.1680], [-4.1537, 2.5592, -3.0568], [-0.3066, -2.9040, 0.7262], [0.8320, 0.7806, 1.5409], [5.9853, -1.3456, -0.1634], [8.7550, -0.3794, 2.6612], [2.2175, -0.6072, -0.4639], [-0.2200, 0.1256, -0.1050], [7.7229, 1.3899, 5.3377], [0.4285, -3.2710, -0.1716], [-1.5192, -4.5951, 1.1801], [10.0776, 0.9419, 5.4890], [2.2553, -1.5562, -2.2721], [-0.2662, -4.2704, 2.3618], [-1.6534, -1.4887, 1.9152], [2.1470, 1.7348, 3.7710], [8.9499, 2.0390, 6.9630], [-3.3020, -0.2973, -4.6732], [-0.8850, 1.5674, 2.3240], [-0.0472, 1.8654, -0.8333], [6.2645, -0.0509, 2.2342], [-3.0077, -3.0792, 2.3073], [-2.1326, -0.0781, -2.4917], [-1.0120, -3.7991, 1.7226], [4.6841, -2.0983, -2.1686], [2.1718, 0.5484, 1.6527], [4.2724, -0.4321, 0.7470], [6.8416, 1.8419, 5.7804], [11.2901, 0.9995, 6.0705], [0.1779, 1.4515, 2.4791], [-0.6567, -1.5924, 0.9417], [4.9432, 0.0610, 1.9080], [10.9173, -0.1769, 3.8740], [4.2163, -1.5507, -1.3622], [11.4052, 1.6828, 7.3106], [-3.4927, -0.8660, -5.5726], [-1.7971, -2.8563, 3.5557], [2.8484, -1.2513, -1.4168], [-2.7961, 1.1606, -2.2649], [8.9233, 1.5089, 6.0217], [-1.9539, -2.8628, 2.4785], [-1.2836, -0.6771, -1.6616], [10.7856, 1.2139, 8.0778], [-3.6395, 1.6209, -3.2219], [2.8593, 1.0301, 2.7913], [2.6529, 2.1053, 4.6544], [10.0097, 0.2596, 4.2716], [5.0470, 1.5980, 4.6601], [0.2293, 2.4788, 4.3576], [-2.6537, 1.6847, -1.3322], [-2.4098, -0.8299, -3.6918], [0.0365, 2.9387, -1.1674], [-2.1883, -0.4579, 2.2516], [11.1301, 2.7346, 7.2077], [4.9277, -1.1404, -0.2690], [4.2536, 0.7595, 2.8652], [6.3957, 0.5729, 3.3852], [12.4490, 1.6098, 7.5964], [8.8140, 0.1488, 3.6036], [-0.8225, -2.2729, -2.3805], [-3.8844, 0.8991, -4.4352], [2.8947, -0.1852, 0.6165], [7.6467, 0.7145, 4.1273], [5.1973, 1.0840, 3.8107], [0.8063, 1.9462, 3.6154], [-1.8029, -1.9967, -3.7950]],
  "forces_ev_per_a": [[0.0, 0.0, 0.1], [0.0, 0.0, 0.0], [0.0, 0.3, 0.0], [0.3, -0.1, -0.2], [0.0, 0.0, 0.0], [0.0, 0.0, 0.0], [0.0, 0.0, 0.0], [-0.2, -0.5, 0.3], [0.0, 0.0, 0.0], [0.1, 0.0, 0.0], [0.0, 0.0, 0.0], [-0.1, 0.0, 0.0], [0.0, 0.0, 0.0], [0.0, 0.0, 0.0], [0.3, -0.3, 0.0], [0.1, 0.0, 0.0], [0.0, 0.0, 0.0], [0.0, 0.0, 0.0], [0.0, 0.0, 0.0], [-0.1, 0.0, -0.2], [0.1, 0.0, 0.0], [0.0, 0.0, 0.0], [-0.2, -0.1, 0.1], [0.0, 0.0, 0.1], [0.0, 0.0, 0.0], [0.0, 0.1, 0.2], [-0.1, 0.1, 0.1], [0.0, 0.0, 0.0], [0.0, 0.0, 0.0], [-0.3, 0.0, 0.0], [-0.6, 0.3, 0.2], [0.1, -0.1, -0.1], [0.0, 0.0, 0.0], [-0.1, 0.0, -0.1], [0.0, 0.0, 0.0], [0.0, 0.0, 0.0], [0.0, 0.0, 0.0], [0.1, -0.1, 0.0], [0.0, 0.0, -0.1], [0.0, 0.1, 0.1], [0.1, -0.1, -0.1], [0.2, 0.2, -0.3], [0.0, 0.0, 0.0], [0.0, 0.0, 0.1], [0.0, -0.1, -0.1], [0.0, 0.0, 0.0], [0.1, -0.1, -0.1], [0.0, 0.0, 0.0], [0.0, 0.0, 0.0], [0.0, 0.0, 0.0], [0.0, 0.0, 0.0], [0.1, 0.0, -0.1], [0.1, 0.1, -0.1], [0.0, 0.0, 0.0], [0.1, 0.0, 0.0], [0.0, 0.0, 0.1], [-0.1, 0.0, -0.1], [0.0, 0.0, 0.0], [-0.1, 0.0, -0.1], [0.2, -0.2, 0.0], [-0.1, 0.0, -0.1], [0.1, 0.0, 0.0], [0.0, 0.0, 0.0], [-0.1, 0.1, 0.1], [-0.1, 0.0, 0.1], [-0.1, 0.1, -0.1]]
}

=====

{
  "formula": "C3H9NO3S",
  "method": "ωB97M-V/def2-TZVPD",
  "homo_lumo_gap_ev": [9.324, 9.325],
  "e_above_lowest_kcal_mol": 104.03,
  "homo_energy_ev": [-9.225, -9.225],
  "spin_multiplicity": 1,
  "e_lumo_ev": [0.1, 0.1],
  "charge": 0,
  "elements": ["H", "C", "H", "H", "S", "H", "C", "H", "H", "C", "H", "O", "H", "O", "O", "H", "N"],
  "positions_angstrom": [[-1.7604, -0.1433, 1.3235], [0.4466, 0.5713, 1.7761], [-1.6745, -0.7565, -0.4490], [0.2195, 1.6351, 1.6822], [0.4368, -2.3225, -1.8316], [0.3124, 1.9900, -0.3750], [0.6062, 0.9804, -0.6502], [-1.7857, 0.8957, -0.1104], [1.7154, 0.7070, -0.8134], [-1.4063, 0.0566, 0.3201], [-0.1110, 0.1241, 2.6575], [1.5745, -1.8528, -2.5563], [1.4256, 0.2963, 1.8420], [-0.8472, -1.6708, -2.1527], [0.7337, -1.2119, 0.4773], [-0.0115, 0.7277, -1.5698], [0.1258, -0.0263, 0.4298]],
  "forces_ev_per_a": [[-0.5, -0.1, -0.2], [-2.7, 0.7, 0.0], [0.2, 1.0, 1.6], [0.3, 0.0, 0.5], [-1.9, 0.6, 0.1], [0.6, 0.0, 0.2], [0.6, -2.5, -1.2], [-0.5, 2.9, -0.7], [-1.8, 1.0, 0.2], [1.0, -5.4, -0.4], [0.4, 0.2, -1.5], [0.3, 0.2, -0.1], [2.9, 0.0, 0.7], [1.7, -0.8, 0.3], [-0.5, -1.2, -1.8], [1.1, 0.1, 0.9], [-1.4, 3.2, 1.2]]
}

=====

{
  "formula": "CH6N2O",
  "method": "ωB97M-V/def2-TZVPD",
  "homo_lumo_gap_ev": 10.343,
  "e_above_lowest_kcal_mol": 49.11,
  "homo_energy_ev": -9.358,
  "spin_multiplicity": 1,
  "e_lumo_ev": 1.0,
  "charge": 0,
  "elements": ["C", "H", "H", "N", "O", "H", "N", "H", "H", "H"],
  "positions_angstrom": [[0.5516, 0.5655, 0.2866], [1.1038, 1.3510, -0.3095], [-0.7664, 1.6866, 1.0102], [-0.6571, -1.3853, -0.5338], [-0.2082, 1.0543, 1.4006], [1.2244, -0.2483, 0.5371], [-0.4106, 0.0323, -0.7252], [0.1831, -1.9266, -0.4662], [-0.9626, -1.3270, 0.4536], [-0.0579, 0.1975, -1.6534]],
  "forces_ev_per_a": [[-1.3, 0.6, -2.1], [-0.3, -0.3, 1.2], [-1.4, 1.3, -0.6], [-1.4, 1.3, 1.3], [2.5, -1.8, 0.0], [0.2, 0.2, 0.8], [1.0, -0.3, 0.7], [1.1, -0.1, -0.3], [-0.4, -0.7, -0.7], [0.0, -0.2, -0.3]]
}